one.
ORCA calculation (ωB97M-V/def2-TZVPD) on a single C5H8FNO molecule.

SMILES	CC(=O)N/C=C(\C)F
E_LUMO	0.7255	eV
orbital gap	9.5	eV
2S+1	1
highest occupied orbital energy	-0.3216	Eh

Last column: Mulliken charge in e.
Element x y z (Å)
C  -2.6045  -0.0895  -0.0335  -1.041
C  -1.1191  0.0506  -0.3411  0.632
O  -0.7219  0.9607  -1.0320  -0.551
N  -0.3086  -0.9396  0.2105  -0.223
C  1.0354  -1.0912  -0.2195  -0.405
C  1.9402  -0.1092  -0.1798  0.531
C  1.7891  1.2201  0.4631  -1.049
F  3.1894  -0.3912  -0.5948  -0.293
H  -3.0583  0.8551  0.2617  0.299
H  -3.0647  -0.3916  -0.9842  0.265
H  -2.7961  -0.8269  0.7328  0.320
H  -0.7775  -1.8319  0.3577  0.287
H  1.3446  -2.1018  -0.5312  0.336
H  1.0138  1.0928  1.2431  0.255
H  2.7100  1.6255  0.9089  0.393
H  1.4282  1.9680  -0.2616  0.243

two.
ORCA calculation (ωB97M-V/def2-TZVPD) on a single C5H8FNO molecule.

SMILES	N[C@H]1CCO/C1=C\F
E_LUMO	0.8324	eV
orbital gap	9.5	eV
2S+1	1
highest occupied orbital energy	-0.3183	Eh

Last column: Mulliken charge in e.
Element x y z (Å)
N  -0.4427  1.3801  -0.6905  -0.695
C  -0.3863  0.6239  0.4672  0.333
C  -1.4253  -0.4022  0.4496  -0.562
C  -0.7090  -1.5457  -0.3577  -0.624
O  0.6349  -1.4743  -0.1573  -0.397
C  0.9850  -0.1766  0.2452  0.207
C  2.2394  0.2682  0.2526  -0.262
F  3.3830  -0.3882  -0.2283  -0.251
H  -1.3512  1.9578  -1.0313  0.234
H  0.3895  2.1143  -0.7830  0.261
H  -0.1281  1.3557  1.3092  0.299
H  -2.3568  -0.2418  -0.3610  0.258
H  -1.6293  -0.8499  1.4924  0.265
H  -1.1201  -2.5413  -0.2008  0.346
H  -0.7167  -1.1815  -1.4162  0.358
H  2.6336  1.1015  1.0099  0.229

Which one sits at the top of the stability order? one does.

one.
ORCA calculation (ωB97M-V/def2-TZVPD) on a 2-piece molecular cluster, C3H11O overall.

net charge	+1
E_LUMO	-5.1758	eV
orbital gap	9.1	eV
2S+1	1
highest occupied orbital energy	-0.5246	Eh

Last column: Mulliken charge in e.
Element x y z (Å)
O  0.4612  -3.0242  0.9933  -0.349
H  -0.0883  -2.2187  1.1056  0.452
H  0.2788  -3.7669  1.5836  0.452
H  1.4118  -2.9235  0.9285  0.439
C  0.4098  0.2541  0.1804  -1.204
C  0.2130  1.7611  -0.4079  -0.441
C  -1.1820  1.8158  -1.0355  -1.157
H  0.0250  -0.3922  -0.6255  0.405
H  1.3916  -0.0342  0.3599  0.459
H  -0.1668  0.1600  1.1498  0.293
H  0.3231  2.5577  0.2871  0.378
H  0.8284  1.8658  -1.2937  0.266
H  -1.1815  2.8965  -1.3326  0.316
H  -2.0412  1.7108  -0.4529  0.378
H  -1.1147  1.3526  -2.0776  0.313

two.
ORCA calculation (ωB97M-V/def2-TZVPD) on a 2-piece molecular cluster, C3H11O overall.

net charge	+1
E_LUMO	-5.5340	eV
orbital gap	9.3	eV
2S+1	1
highest occupied orbital energy	-0.5436	Eh

Last column: Mulliken charge in e.
Element x y z (Å)
O  -1.5925  2.1577  0.1867  -0.446
H  -2.1304  1.8069  0.9050  0.422
H  -2.3343  2.4836  -0.4111  0.467
H  -0.6187  1.7712  0.2297  0.457
C  -0.3695  -0.8711  0.6647  -0.323
C  0.5546  -1.2942  -0.4879  -0.163
C  1.8520  -0.5185  -0.4983  -1.101
H  -0.6404  0.1331  0.6527  -0.547
H  -1.3511  -1.5631  0.6841  0.330
H  0.1409  -0.9742  1.6491  0.385
H  0.7787  -2.4310  -0.4975  0.305
H  0.0480  -1.0833  -1.4371  0.240
H  2.6054  -1.3125  -0.7219  0.301
H  2.0424  -0.2327  0.5500  0.293
H  1.9768  0.2424  -1.1676  0.378

three.
ORCA calculation (ωB97M-V/def2-TZVPD) on a 2-piece molecular cluster, C3H11O overall.

net charge	+1
E_LUMO	-4.8717	eV
orbital gap	10.1	eV
2S+1	1
highest occupied orbital energy	-0.5509	Eh

Last column: Mulliken charge in e.
Element x y z (Å)
O  -2.1305  0.9106  1.5238  -0.370
H  -2.9657  0.5596  1.1266  0.425
H  -2.4627  1.6341  2.0826  0.431
H  -1.2350  0.8882  1.0769  0.364
C  1.5550  -0.0460  -1.7177  -1.117
C  0.7777  -0.9598  -0.7498  -0.335
C  0.3960  -0.2657  0.5505  -0.881
H  1.5748  -0.6018  -2.6500  0.338
H  2.4960  0.2852  -1.2955  0.322
H  0.9979  0.8862  -1.8830  0.317
H  1.4102  -1.8361  -0.5608  0.279
H  -0.0523  -1.4596  -1.2584  0.331
H  -0.3385  -0.7876  1.1689  0.394
H  1.2654  -0.0781  1.1771  0.326
H  0.0444  0.7691  0.3269  0.175

Which one sits at the top of the stability order? three does.